1.
Entry from OMol25: a 10-piece molecular cluster, C65H147F12N9O3P4 overall at a distorted geometry (ωB97M-V with the def2-TZVPD basis set).

The calculation puts the highest occupied orbital energy at -0.56294 hartree. The HOMO-LUMO gap comes out at 6.47 eV. The calculation puts the lowest unoccupied orbital energy at -8.851 eV.

Geometry as ORCA input:
```
! RIJCOSX wB97M-V def2-TZVPD def2/J DEFGRID3
* xyz 6 1
P 1.037 -12.497 9.224
P -8.816 -1.226 5.281
P 2.670 -16.508 0.863
P 3.527 -19.808 9.775
F 2.152 -13.277 10.140
F 3.134 -17.278 -0.492
F 2.185 -11.385 9.035
F 3.229 -15.092 0.322
F 4.133 -16.808 1.531
F 2.227 -15.702 2.184
F -0.023 -11.571 8.399
F 2.007 -17.825 1.434
F -0.038 -13.691 9.321
F 1.218 -16.280 0.108
F 0.463 -11.916 10.615
F 1.662 -13.249 7.950
O 2.562 -6.217 2.821
O -6.325 -11.336 5.999
O 7.672 -9.710 10.834
N -1.984 -8.668 16.650
N -4.596 -13.248 4.088
N 0.899 0.498 9.949
N -2.325 -7.881 14.570
N 5.163 -9.733 21.085
N 5.197 -10.745 19.088
N 10.444 -8.778 11.372
N 4.288 -8.468 1.902
N 2.331 -1.245 9.733
C 8.521 -9.653 9.783
C -4.868 -4.352 5.912
C 3.603 -19.329 11.533
C -6.934 0.972 5.190
C 6.161 -18.479 9.143
C 4.702 -18.752 8.674
C 4.017 -21.516 9.733
C 8.462 -17.893 8.300
C 2.353 -3.682 8.914
C 4.506 -20.939 14.038
C -1.374 -8.418 15.404
C 1.464 -0.388 9.082
C -6.057 -12.667 3.901
C 10.788 -10.201 11.684
C -13.838 -1.350 7.430
C 5.547 -9.308 1.663
C -11.293 -1.219 6.615
C 2.311 -0.888 11.026
C -8.579 2.213 1.587
C -4.431 -14.433 3.159
C 0.084 -21.626 7.022
C -6.625 2.390 5.785
C -3.323 -8.283 16.524
C 1.864 -19.689 9.176
C 1.812 -19.773 7.658
C -12.473 -2.056 7.137
C -4.366 -13.884 5.527
C -5.274 -2.942 6.375
C 5.717 -11.217 17.785
C -8.889 -0.226 2.550
C -7.754 3.348 5.348
C 4.312 -11.390 19.956
C 5.659 -9.696 19.781
C 4.367 -10.862 21.163
C -3.492 -12.186 3.800
C -8.237 0.395 5.918
C -9.302 1.330 2.585
C 0.057 1.621 9.582
C 6.966 -17.847 7.946
C 4.862 -23.582 8.484
C -3.526 -7.766 15.271
C 9.734 -8.028 12.509
C 11.768 -7.946 11.123
C 4.780 -7.058 2.162
C 3.149 -20.209 13.833
C 0.466 -20.136 7.018
C 4.589 -11.679 16.877
C 3.132 -2.331 9.116
C 2.609 -20.106 12.422
C -6.794 -2.616 6.514
C 3.839 -24.606 8.914
C 5.529 -8.846 22.155
C 9.631 -8.639 10.007
C -7.466 -2.411 5.151
C 3.695 -5.942 2.069
C -1.085 -8.238 18.919
C -2.142 -7.395 13.250
C 4.235 -22.221 8.395
C -9.964 -1.971 6.508
C -1.425 -9.239 17.870
C 3.512 -9.249 3.012
C 1.387 0.127 11.206
C 3.364 -8.470 0.640
C -6.389 -11.308 4.619
C -9.590 -1.060 3.637
H -9.070 -0.507 1.512
H 5.142 -7.858 21.907
H -0.586 -9.860 17.554
H -7.193 -3.505 7.002
H -5.824 -10.504 4.148
H 3.077 -4.474 8.721
H 9.260 -7.614 10.002
H -0.259 1.523 8.543
H -0.930 -21.679 6.626
H 6.951 -10.299 10.600
H 9.604 -6.994 12.191
H 1.270 -20.439 9.699
H 1.370 -0.411 8.006
H 1.583 -19.755 12.535
H -0.792 1.688 10.262
H 4.669 -21.035 15.111
H -2.250 -9.817 18.287
H -2.518 -12.676 3.801
H 1.569 -3.601 8.161
H -3.498 -14.922 3.441
H -9.392 -1.997 7.435
H -7.401 -10.971 4.397
H 4.181 -4.998 2.316
H 4.914 -21.565 7.851
H 5.310 -20.309 13.656
H -7.089 1.196 4.135
H -4.846 -2.754 7.359
H -3.612 -11.335 4.471
H 6.278 -17.816 10.000
H 5.375 -10.339 1.354
H -10.363 1.520 2.424
H 6.601 -8.734 22.318
H 3.864 -11.144 22.076
H -0.299 -19.558 7.536
H 8.747 -17.200 9.092
H 4.183 -17.831 8.409
H 4.402 -25.539 8.952
H -6.855 -1.714 7.123
H 8.862 -18.878 8.539
H 8.768 -8.512 12.651
H 11.562 -6.920 10.818
H 9.903 -10.587 12.189
H 9.003 -10.567 9.439
H -4.371 -7.307 14.780
H -3.691 -12.024 2.740
H 3.252 -10.244 2.652
H 2.108 -18.836 7.185
H -1.974 -7.635 19.103
H 6.251 -10.397 17.305
H 3.846 -10.918 16.640
H 0.062 -22.070 8.017
H -4.785 -2.161 5.792
H 0.417 -19.799 5.983
H -3.420 -14.422 5.589
H -7.838 -3.370 4.791
H 0.599 2.549 9.765
H -6.108 -12.507 2.824
H -14.332 -1.191 6.472
H -9.079 1.664 3.598
H -0.260 -7.589 18.626
H -4.023 -8.298 17.347
H -6.485 2.313 6.863
H -8.723 2.033 0.522
H 4.648 -19.427 11.826
H -13.634 -0.385 7.893
H 4.600 -21.967 13.688
H 3.361 -9.468 0.201
H 10.321 -8.156 13.419
H 6.210 -9.090 2.500
H -14.525 -1.935 8.042
H -6.067 0.313 5.249
H 1.587 -18.729 9.611
H -11.798 -0.845 5.725
H 5.229 -23.840 7.491
H -9.133 1.013 5.854
H 6.448 -12.021 17.878
H -7.034 -10.728 6.221
H 1.807 -3.820 9.847
H -7.514 2.138 1.803
H 6.445 -9.048 19.422
H -0.893 -8.662 19.905
H 2.349 -21.122 12.127
H 4.077 -9.332 3.940
H 6.681 -18.581 7.193
H 3.027 -24.773 8.206
H -10.563 -0.586 3.765
H 3.417 -5.692 1.044
H -8.029 3.334 4.294
H 5.720 -23.769 9.129
H -11.136 -0.307 7.190
H 4.942 -11.868 15.864
H 8.937 -17.456 7.421
H 7.960 -9.232 8.948
H 4.924 -21.559 10.336
H 2.377 -8.185 1.004
H 5.554 -6.785 1.445
H 10.315 -8.585 9.160
H -12.113 -2.464 8.081
H -7.806 -0.340 2.487
H 3.295 -19.207 14.237
H 1.045 0.732 12.033
H 12.433 -8.031 11.982
H -5.562 -5.094 6.306
H 6.445 -16.940 7.641
H 4.014 -12.567 17.145
H 10.922 -10.762 10.759
H 6.659 -19.428 9.342
H 3.320 -1.927 8.121
H 5.219 -7.169 3.153
H -6.819 -2.048 4.353
H 2.919 -1.325 11.804
H -2.437 -8.154 12.526
H -5.257 -15.104 3.396
H -5.251 -14.483 5.743
H -3.812 -4.582 6.055
H -10.127 -2.998 6.181
H 3.261 -22.015 10.339
H 4.824 -19.332 7.759
H 6.067 -8.790 0.857
H 4.000 -2.495 9.754
H 12.274 -8.398 10.269
H 2.572 -8.753 3.254
H 11.602 -10.138 12.406
H 2.412 -20.776 14.402
H -5.667 2.726 5.388
H -7.393 4.355 5.559
H -8.830 3.273 1.546
H 1.765 -5.937 2.365
H -0.337 -8.609 15.167
H -1.078 -7.194 13.120
H -4.380 -14.155 2.106
H 3.481 -18.246 11.560
H 3.757 -7.711 -0.036
H 3.631 -12.168 19.646
H -6.777 -13.443 4.160
H -5.019 -4.348 4.833
H 0.729 -22.222 6.376
H 2.525 -20.458 7.200
H -9.844 -2.035 3.222
H 5.005 -9.110 23.074
H 3.353 -22.371 7.772
H 3.403 -24.455 9.902
H -2.574 -6.415 13.049
H -4.326 -13.017 6.186
H -12.571 -2.870 6.419
H -8.049 0.397 6.992
H -8.704 3.173 5.853
*
```

Atom charges from the Löwdin analysis, given in e for atoms 1 to 2: atom 1 (P): 0.110, atom 2 (P): 1.024

=====

2.
Entry from OMol25: C9H21ClN3O3Pt as an isolated structure at a distorted geometry (ωB97M-V with the def2-TZVPD basis set).

Its expectation value of S² is 2.006. The calculation puts the highest occupied orbital energy (spin up / spin down) at -0.43185 / -0.43184 hartree. The HOMO-LUMO gap (spin up / spin down) comes out at 6.57 / 3.58 eV. The calculation puts the lowest unoccupied orbital energy (spin up / spin down) at -5.181 / -8.172 eV.

Geometry as ORCA input:
```
! RIJCOSX wB97M-V def2-TZVPD def2/J DEFGRID3
* xyz 1 3
Pt 17.109 4.239 7.921
Cl 19.102 5.474 8.619
O 22.865 9.496 8.171
O 23.954 3.155 9.768
O 18.472 6.791 13.366
N 21.885 3.977 10.148
N 19.056 8.997 13.544
N 21.813 7.677 8.944
C 18.897 7.825 12.891
C 20.796 8.914 7.109
C 22.811 3.961 7.880
C 22.868 3.645 9.377
C 21.714 3.435 11.513
C 21.891 8.772 8.139
C 22.891 7.258 9.823
C 19.355 7.912 11.436
C 18.787 9.182 14.972
H 18.122 8.380 15.290
H 21.496 2.369 11.452
H 23.456 8.119 10.178
H 19.004 8.808 10.923
H 20.444 7.918 11.361
H 20.958 7.145 9.030
H 22.125 4.810 7.834
H 21.058 4.448 9.800
H 20.301 9.868 7.290
H 21.253 8.934 6.122
H 18.960 7.037 10.920
H 22.598 3.613 12.121
H 19.667 9.198 15.610
H 23.591 6.630 9.261
H 23.739 4.296 7.409
H 20.068 8.106 7.143
H 22.476 6.720 10.672
H 20.833 3.891 11.957
H 22.579 3.072 7.295
H 18.210 10.100 15.080
H 19.591 9.762 13.176
*
```

Atom charges from the Löwdin analysis, given in e for atoms 1 to 2: atom 1 (Pt): 0.461, atom 2 (Cl): -0.118

=====

3.
Entry from OMol25: C36H42AuN2O3P3S as an isolated structure at a distorted geometry (ωB97M-V with the def2-TZVPD basis set).

Its expectation value of S² is 2.014. The calculation puts the highest occupied orbital energy (spin up / spin down) at -0.48409 / -0.51940 hartree. The HOMO-LUMO gap (spin up / spin down) comes out at 7.30 / 5.17 eV. The calculation puts the lowest unoccupied orbital energy (spin up / spin down) at -5.876 / -8.968 eV.

Geometry as ORCA input:
```
! RIJCOSX wB97M-V def2-TZVPD def2/J DEFGRID3
* xyz 2 3
Au -0.660 0.410 0.350
S -2.792 -0.585 2.169
P 0.762 1.124 -1.388
P 0.819 1.667 1.984
P -2.232 -1.684 -0.334
O -2.932 0.019 3.446
O -2.968 0.325 0.998
O -1.445 -1.209 1.927
N 3.399 1.420 -1.156
N 3.423 2.045 1.514
C -3.587 -1.631 -4.192
C -5.266 -4.119 0.898
C -3.026 -1.232 -1.901
C -3.894 -1.930 1.831
C -0.793 -3.914 0.417
C -4.896 -2.458 2.612
C -4.388 0.351 -3.090
C -3.751 -0.042 -1.927
C 4.586 2.004 0.848
C -5.582 -3.570 2.134
C 1.361 3.283 -3.057
C 0.989 -4.874 -0.878
C 6.982 2.096 0.783
C 5.816 2.237 1.488
C 6.965 1.746 -0.581
C 0.218 2.717 -2.220
C 2.304 1.775 0.908
C -4.262 -3.571 0.113
C 1.389 0.024 -2.690
C 0.502 3.396 2.461
C 5.785 1.534 -1.242
C 4.567 1.650 -0.546
C 2.281 1.483 -0.477
C -0.185 -2.960 -1.721
C -4.285 -0.433 -4.230
C -1.004 -2.971 -0.589
C 0.069 0.770 4.467
C 1.283 0.717 3.544
C -0.995 2.350 -3.072
C -2.952 -2.040 -3.034
C 1.576 -0.714 3.100
C 0.200 -4.862 0.265
C -0.172 3.691 -1.112
C -3.572 -2.466 0.597
C 2.492 1.351 4.234
C 0.792 -3.926 -1.874
H 1.586 2.655 -3.914
H -5.800 -4.987 0.545
H -0.628 4.579 -1.544
H 0.140 3.960 1.603
H 0.711 4.005 -0.555
H -4.753 -0.111 -5.148
H -0.344 -2.216 -2.487
H -4.009 -3.993 -0.849
H 1.769 -5.612 -0.987
H 1.421 3.856 2.830
H 2.703 0.780 5.136
H -1.749 1.836 -2.473
H -0.267 3.406 3.233
H -0.894 3.233 -0.432
H -4.951 1.271 -3.107
H -6.368 -4.007 2.730
H 2.238 0.509 -3.175
H 2.369 -0.746 2.350
H 2.298 2.379 4.527
H 2.266 3.402 -2.463
H -3.536 -2.255 -5.071
H 1.076 4.264 -3.430
H -2.439 -2.989 -3.003
H 3.375 1.326 3.603
H 7.933 2.250 1.271
H 1.725 -0.899 -2.218
H -0.131 1.781 4.817
H 1.392 -3.949 -2.772
H 0.601 -0.192 -3.412
H -1.411 -3.896 1.303
H -5.122 -2.022 3.572
H 5.815 2.503 2.533
H -0.827 0.379 3.985
H 0.358 -5.592 1.042
H 0.680 -1.180 2.694
H 1.902 -1.306 3.953
H 7.901 1.635 -1.106
H -1.442 3.253 -3.483
H -3.812 0.555 -1.027
H -0.716 1.714 -3.909
H 0.262 0.157 5.346
H 5.753 1.273 -2.288
*
```

Atom charges from the Löwdin analysis, given in e for atoms 1 to 2: atom 1 (Au): 0.726, atom 2 (S): 0.509